{
  "formula": "C3H7N",
  "method": "ωB97M-V with the def2-TZVPD basis set",
  "elements": ["C", "C", "N", "C", "H", "H", "H", "H", "H", "H", "H"],
  "xyz": [[0.715, 0.206, 1.151], [-0.431, 0.760, 0.462], [-1.118, 0.256, -0.532], [-0.465, -0.771, -1.263], [0.714, 1.381, 0.565], [0.689, -0.013, 2.209], [-1.089, 1.335, 1.108], [1.757, 0.050, 0.848], [0.333, -0.436, -1.923], [-1.148, -1.225, -1.977], [0.044, -1.542, -0.649]],
  "gap_ev": 9.1,
  "spin_multiplicity": 1,
  "lumo_energy_ev": 0.456,
  "charge": 0,
  "energy_ev": -4710.2288,
  "largest_force_ev_per_a": 5.84
}


{
  "formula": "C11H21N2O",
  "method": "ωB97M-V with the def2-TZVPD basis set",
  "elements": ["C", "C", "C", "C", "C", "C", "C", "C", "C", "C", "C", "N", "N", "O", "H", "H", "H", "H", "H", "H", "H", "H", "H", "H", "H", "H", "H", "H", "H", "H", "H", "H", "H", "H", "H"],
  "xyz": [[2.560, 0.784, 1.204], [2.052, 0.120, -0.833], [1.146, 0.915, 1.289], [-2.859, 2.295, -0.041], [-0.746, -3.461, -0.670], [0.021, 2.254, -1.210], [1.366, -1.886, 1.060], [-1.628, 1.412, 0.462], [-0.179, -2.016, -0.919], [-0.531, 1.014, -0.590], [0.177, -1.229, 0.384], [2.988, 0.382, 0.072], [0.474, 0.206, 0.116], [1.977, -0.124, -1.971], [3.200, 0.835, 2.043], [0.792, 0.462, 2.206], [0.879, 1.954, 1.260], [-3.577, 1.792, -0.749], [-2.515, 3.268, -0.387], [-3.399, 2.567, 0.837], [-1.555, -3.378, -0.026], [-0.118, -4.254, -0.134], [-1.041, -3.955, -1.700], [0.020, 3.119, -0.525], [-0.708, 2.595, -1.949], [1.055, 2.273, -1.704], [1.792, -1.323, 1.819], [2.191, -2.166, 0.317], [1.030, -2.860, 1.490], [-1.047, 2.102, 1.197], [-1.788, 0.528, 1.066], [0.691, -2.009, -1.563], [-1.045, -1.487, -1.547], [-0.962, 0.395, -1.262], [-0.712, -1.126, 0.956]],
  "gap_ev": 9.3,
  "spin_multiplicity": 1,
  "lumo_energy_ev": -4.922,
  "charge": 1,
  "energy_ev": -16766.4158,
  "largest_force_ev_per_a": 4.47
}


{
  "formula": "C2H3Cl",
  "method": "ωB97M-V with the def2-TZVPD basis set",
  "elements": ["C", "C", "Cl", "H", "H", "H"],
  "xyz": [[0.201, 0.272, 0.640], [0.115, -0.304, -0.529], [-1.322, -0.121, -1.584], [0.898, 0.134, 1.522], [-0.559, 1.013, 1.010], [0.667, -0.994, -1.059]],
  "gap_ev": 11.1,
  "smiles": "C=CCl",
  "spin_multiplicity": 1,
  "lumo_energy_ev": 1.129,
  "charge": 0,
  "energy_ev": -14643.8551,
  "largest_force_ev_per_a": 3.19
}


{
  "formula": "C24H22Cl2N5O4S3Tl",
  "method": "ωB97M-V with the def2-TZVPD basis set",
  "elements": ["Tl", "Cl", "C", "C", "C", "N", "C", "O", "C", "C", "C", "C", "C", "N", "C", "C", "C", "Cl", "N", "C", "O", "C", "C", "C", "C", "C", "N", "H", "H", "H", "H", "H", "H", "H", "H", "H", "H", "C", "C", "S", "C", "C", "S", "C", "C", "S", "H", "H", "H", "H", "H", "H", "H", "H", "H", "H", "H", "H", "O", "N", "O"],
  "xyz": [[0.212, 0.698, -0.729], [1.653, 7.444, 1.858], [1.507, 6.112, 0.734], [0.621, 5.091, 1.019], [0.432, 4.010, 0.150], [-0.403, 2.935, 0.469], [-1.470, 3.116, 1.240], [-1.986, 4.174, 1.656], [-2.187, 1.850, 1.676], [-2.775, 1.838, 2.943], [-3.465, 0.716, 3.356], [-3.589, -0.356, 2.479], [-2.988, -0.249, 1.237], [-2.292, 0.816, 0.846], [1.183, 3.976, -1.061], [2.092, 5.011, -1.308], [2.252, 6.068, -0.431], [3.403, 7.327, -0.818], [1.019, 2.896, -1.926], [1.238, 3.042, -3.227], [1.529, 4.066, -3.879], [1.087, 1.782, -4.068], [1.769, 1.719, -5.285], [1.580, 0.631, -6.112], [0.704, -0.373, -5.715], [0.083, -0.236, -4.486], [0.269, 0.808, -3.683], [0.039, 5.135, 1.925], [-2.670, 2.712, 3.570], [-3.911, 0.671, 4.343], [-4.125, -1.256, 2.756], [-3.051, -1.063, 0.520], [2.676, 4.987, -2.213], [2.426, 2.536, -5.548], [2.107, 0.557, -7.057], [0.504, -1.232, -6.343], [-0.601, -0.997, -4.118], [-0.758, -5.783, 2.099], [-1.429, -5.525, 0.750], [-1.465, -3.837, 0.087], [0.287, -3.454, -0.249], [1.213, -3.201, 0.929], [0.907, -1.723, 1.926], [-0.522, -2.309, 2.918], [-0.284, -3.526, 3.816], [-1.442, -4.924, 3.552], [0.303, -5.559, 2.065], [-0.865, -6.847, 2.325], [-2.486, -5.790, 0.810], [-0.953, -6.167, 0.002], [0.236, -2.553, -0.861], [0.674, -4.274, -0.861], [2.213, -3.013, 0.528], [1.272, -4.056, 1.599], [-1.343, -2.503, 2.242], [-0.779, -1.434, 3.519], [-0.452, -3.273, 4.864], [0.728, -3.922, 3.726], [3.886, -2.006, -0.414], [3.597, -0.798, -0.409], [2.587, -0.482, 0.268]],
  "gap_ev": 5.4,
  "spin_multiplicity": 1,
  "lumo_energy_ev": 3.587,
  "charge": -2,
  "energy_ev": -103130.5509,
  "largest_force_ev_per_a": 0.77
}


{
  "formula": "C5H12N2",
  "method": "ωB97M-V with the def2-TZVPD basis set",
  "elements": ["C", "C", "C", "C", "N", "C", "N", "H", "H", "H", "H", "H", "H", "H", "H", "H", "H", "H", "H"],
  "xyz": [[-0.881, 2.168, 0.201], [-0.037, 1.644, -0.946], [-0.084, 0.113, -1.064], [0.713, -0.578, -0.236], [1.132, -1.911, -0.438], [0.367, -3.068, 0.078], [-0.321, 1.879, 1.559], [-1.886, 1.718, 0.319], [-1.056, 3.208, -0.102], [0.998, 1.913, -0.763], [-0.314, 2.124, -1.877], [-0.830, -0.380, -1.664], [1.246, -0.175, 0.633], [2.105, -2.084, -0.242], [0.445, -3.998, -0.482], [-0.682, -2.738, 0.031], [0.560, -3.169, 1.145], [-0.562, 0.904, 1.682], [-0.911, 2.430, 2.168]],
  "gap_ev": 9.2,
  "smiles": "CN/C=C/CCN",
  "spin_multiplicity": 1,
  "lumo_energy_ev": 1.117,
  "charge": 0,
  "energy_ev": -8357.7517,
  "largest_force_ev_per_a": 2.42
}


Ordered energy relative to the best compared isomer or geometry (same formula, charge and spin) results: 90.59 71.21 10.51 27.24 54.99; unit kcal per mole.